No. 1
Density functional theory data (ωB97M-V/def2-TZVPD) for C7H11N in the gas phase at a distorted geometry.

Calculated values
Net charge: 0
Orbital gap (eV): 10.028
DFT total energy (eV): -8921.7885
Lowest unoccupied orbital energy (eV): 0.98
HOMO level (Eh): -0.333
ΔE to the lowest compared entry with this formula, charge and spin (eV): 5.940

```
19
C7H11N, DFT ωB97M-V/def2-TZVPD
C 0.3654 1.3231 -0.3019
C 1.3852 0.2899 -0.2822
C 0.6324 -0.7381 -1.0179
C -0.6861 -1.1008 -0.1751
C -1.1710 -0.2426 0.9420
C -1.0438 1.0340 0.1526
C -1.7382 -0.1546 -0.4071
H 0.8392 1.7752 0.4680
H 0.5934 1.8215 -1.2984
H 2.2187 0.5965 -0.9277
H 0.3089 -0.6015 -1.9817
H 1.6103 -1.5081 -1.1881
H -1.0965 -2.1706 -0.1572
H 0.7570 -0.5465 1.3906
H -1.5664 -0.4357 1.9910
H -1.6007 2.1264 0.3236
H -2.7931 -0.4506 -0.5960
H 1.9655 -1.2820 1.0903
N 1.7571 -0.2558 1.0605
```

***

No. 2
Density functional theory data (ωB97M-V/def2-TZVPD) for C7H11N in the gas phase at a distorted geometry.

Calculated values
Net charge: 0
Orbital gap (eV): 9.501
DFT total energy (eV): -8918.0507
Lowest unoccupied orbital energy (eV): 1.13
HOMO level (Eh): -0.308
ΔE to the lowest compared entry with this formula, charge and spin (eV): 9.678

```
19
C7H11N, DFT ωB97M-V/def2-TZVPD
C -1.1939 -1.4083 0.0236
C -1.8561 -0.0738 -0.2991
C -0.9292 1.1975 -0.0548
C 0.9192 1.1846 -0.2179
C 1.9770 -0.0261 -0.6072
C 0.2168 -0.7225 0.2449
C 0.1889 0.6445 0.9589
H -1.5921 -1.5020 0.9389
H -1.0837 -2.1719 -0.8816
H -2.6894 0.1971 0.2666
H -2.1887 0.1378 -1.4362
H -1.6796 2.2244 -0.0064
H 1.4615 2.1421 -0.0233
H 2.1703 -0.1704 -1.7325
H 2.8773 0.2128 0.1217
H 1.9954 -1.2435 1.2352
H -0.0873 -0.3502 -0.9030
H 0.0342 0.8666 2.1154
N 1.4595 -1.1386 0.2567
```

***

No. 3
Density functional theory data (ωB97M-V/def2-TZVPD) for a gas-phase ion, C7H11N (charge +1) at a distorted geometry.

Calculated values
Net charge: +1
Orbital gap (alpha / beta) (eV): 6.229 / 7.871
DFT total energy (eV): -8913.4055
Lowest unoccupied orbital energy (alpha / beta) (eV): -6.48 / -6.38
Multiplicity: 2
HOMO level (alpha / beta) (Eh): -0.467 / -0.524
ΔE to the lowest compared entry with this formula, charge and spin (eV): 6.560

```
19
C7H11N, DFT ωB97M-V/def2-TZVPD
C 0.7921 -1.1555 0.3228
C 1.7905 -1.7493 -0.5346
N 1.1173 -1.7406 -2.0753
C -0.6595 -1.5227 -0.0250
C -0.1799 -0.0079 -0.1228
C -0.8776 0.8070 0.7022
C -0.9917 2.1971 0.6071
C -1.2208 3.3014 1.4574
H 1.0771 -1.1877 1.3902
H 2.7666 -1.4298 -0.4406
H 1.5262 -0.8153 -2.1501
H 1.7436 -2.4671 -2.3557
H -0.6256 -2.3362 -0.7240
H -1.5023 -1.6715 0.6947
H 0.1899 0.4546 -1.0012
H -1.4716 0.3336 1.4615
H -0.7466 2.5072 -0.4245
H -0.7951 4.3142 1.3027
H -1.9013 3.2621 2.3320
```

***

No. 4
Density functional theory data (ωB97M-V/def2-TZVPD) for 2 unconnected molecules or ions with the total composition C7H11N2 at a distorted geometry.

Calculated values
Net charge: +1
Orbital gap (alpha / beta) (eV): 6.520 / 7.182
DFT total energy (eV): -10403.6759
Lowest unoccupied orbital energy (alpha / beta) (eV): -6.50 / -6.53
HOMO level (alpha / beta) (Eh): -0.478 / -0.504
ΔE to the lowest compared entry with this formula, charge and spin (eV): 8.043

```
20
C7H11N2, DFT ωB97M-V/def2-TZVPD
C 2.7518 1.2846 -0.1045
C 1.2264 1.4724 0.1057
C 2.4962 -0.1795 -0.1692
C -2.1863 -0.0445 -0.4007
C 1.1509 -0.0229 0.0069
C -1.1257 -0.4345 0.0830
C 0.3551 -2.3086 0.0120
N 0.1157 -0.8855 0.1008
N -4.4830 0.8470 -0.0255
H 3.1558 1.7166 -1.0196
H 3.3844 1.6069 0.7224
H 0.9485 1.8803 1.0739
H 0.7051 2.0170 -0.6775
H 3.1527 -1.0204 -0.2923
H -3.5151 0.5329 -0.4221
H -0.5911 -2.8458 0.0120
H 0.9090 -2.5499 -0.8971
H 0.9478 -2.6283 0.8721
H -4.3780 1.5172 0.7278
H -5.0200 0.0451 0.2922
```

***

No. 5
Density functional theory data (ωB97M-V/def2-TZVPD) for 2 unconnected molecules or ions with the total composition C7H11N2O2 at a distorted geometry.

Calculated values
Net charge: +1
Orbital gap (alpha / beta) (eV): 6.420 / 6.421
DFT total energy (eV): -14499.6767
Lowest unoccupied orbital energy (alpha / beta) (eV): -6.20 / -6.20
HOMO level (alpha / beta) (Eh): -0.464 / -0.464
ΔE to the lowest compared entry with this formula, charge and spin (eV): 5.473

```
22
C7H11N2O2, DFT ωB97M-V/def2-TZVPD
C -2.6729 1.0605 -0.8757
C -0.9481 0.1851 -0.0340
C -1.3087 1.2111 -0.9071
C -1.9828 -0.5221 0.4823
C 1.7930 -0.5702 0.3450
C -0.4790 2.1860 -1.6475
C -2.1095 -1.6653 1.4107
N 2.4561 -0.0578 1.3252
N 2.2118 -1.5110 -0.4465
O -3.0674 0.0491 -0.0635
O 3.7240 -0.5494 1.7099
H -3.4389 1.6125 -1.3840
H -0.0153 2.8897 -0.9583
H 0.3090 1.6725 -2.1959
H -1.0949 2.7419 -2.3498
H -1.3226 -1.6422 2.1584
H -3.0806 -1.6240 1.8986
H -2.0465 -2.6087 0.8682
H 2.0332 0.5620 2.0049
H 1.6660 -1.8193 -1.2331
H 3.0926 -1.9892 -0.2728
H 4.3984 0.1283 1.5350
```

***

No. 6
Density functional theory data (ωB97M-V/def2-TZVPD) for a gas-phase ion, C7H11N2O2 (charge +1) at a distorted geometry.

Calculated values
Net charge: +1
Orbital gap (eV): 8.468
DFT total energy (eV): -14500.6347
Lowest unoccupied orbital energy (eV): -4.77
HOMO level (Eh): -0.486
ΔE to the lowest compared entry with this formula, charge and spin (eV): 4.515

```
22
C7H11N2O2, DFT ωB97M-V/def2-TZVPD
C 1.8502 -0.7517 1.1250
C 0.5868 -0.3411 1.3479
C 2.3419 -0.5297 -0.1923
C 1.4484 1.5209 -0.9573
C -0.6594 0.2918 -0.3310
C -2.0638 0.8356 1.5072
C -1.0286 -1.7249 -1.6114
N 2.2555 0.5211 -0.9367
N 0.1863 1.5126 -0.6400
O -1.8439 0.2556 0.2041
O -0.3968 -0.4682 -1.3991
H 2.4274 -1.1553 1.8118
H 0.1878 -0.4843 2.3466
H 3.0361 -1.1622 -0.6718
H 1.7878 2.4939 -1.2317
H -2.8294 1.7310 1.4759
H -1.0815 1.1313 1.9098
H -2.4399 0.0548 2.0872
H -1.2118 -1.8369 -2.6688
H -2.0103 -1.6849 -1.0773
H -0.3232 -2.5842 -1.2531
H -0.2195 2.3749 -0.8451
```

***

No. 7
Density functional theory data (ωB97M-V/def2-TZVPD) for a gas-phase ion, C7H11N2O3 (charge +1) at a distorted geometry.

Calculated values
Net charge: +1
Orbital gap (eV): 8.386
DFT total energy (eV): -16550.0666
Lowest unoccupied orbital energy (eV): -3.97
HOMO level (Eh): -0.454
ΔE to the lowest compared entry with this formula, charge and spin (eV): 2.798

```
23
C7H11N2O3, DFT ωB97M-V/def2-TZVPD
C -1.4091 -0.7356 0.5976
C -0.0626 2.3048 -0.4164
C -0.6868 -2.0252 1.0751
C 1.8779 -0.5248 0.4201
C 1.1945 0.7581 0.8950
C 0.9333 -1.3827 -0.4081
C -0.6432 -0.0603 -0.5914
N 0.0630 1.0545 -0.0619
N -1.3517 0.1493 -1.7586
O -2.3398 -0.1334 1.0322
O -1.0089 2.8285 -1.1066
O 0.3001 -2.3898 0.1553
H 0.5003 3.0406 -0.0509
H -0.3147 -1.7632 2.0572
H -1.5362 -2.5904 1.1829
H 2.8385 -0.1569 0.0457
H 2.0998 -1.0149 1.3999
H 0.8692 0.6084 1.9721
H 1.8157 1.5764 0.8876
H 1.1939 -1.6159 -1.3741
H -1.6696 2.2610 -1.5656
H -1.9743 -0.5452 -1.9260
H -0.6893 0.3567 -2.4610
```

***

No. 8
Density functional theory data (ωB97M-V/def2-TZVPD) for C7H11N3O2 in the gas phase at a distorted geometry.

Calculated values
Net charge: 0
Orbital gap (eV): 9.813
DFT total energy (eV): -16001.5121
Lowest unoccupied orbital energy (eV): 0.71
HOMO level (Eh): -0.335
ΔE to the lowest compared entry with this formula, charge and spin (eV): 1.346

```
23
C7H11N3O2, DFT ωB97M-V/def2-TZVPD
C 2.9388 0.0471 -0.4229
C 1.7414 0.0402 -1.0107
C 1.4481 -0.1517 1.1125
C -1.0501 -1.6410 0.2231
C -1.1729 0.0819 -1.6205
C -0.5584 1.9826 0.6349
C -0.6339 -0.1896 -0.2267
N 2.7251 -0.0943 0.9524
N 0.7813 -0.1936 -0.0723
N -1.3663 -1.6639 1.5514
O -1.0742 -2.5643 -0.5141
O -1.2519 0.6731 0.6708
H 3.8696 0.3202 -0.8947
H 1.4060 0.2159 -2.0710
H 1.1329 -0.4302 2.1095
H -0.7305 0.8765 -2.2162
H -2.1765 0.3255 -1.6420
H -1.1147 -0.8081 -2.2572
H -1.2968 2.6321 0.9580
H -0.2858 1.9951 -0.3494
H 0.2879 1.8039 1.2540
H -1.7817 -0.7728 1.8377
H -1.8375 -2.4847 1.9935
```